{"formula": "C35H58F3MnO17", "method": "ωB97M-V/def2-TZVPD", "symbols": ["Mn", "C", "O", "O", "C", "F", "F", "F", "C", "C", "H", "H", "H", "H", "H", "H", "C", "O", "C", "O", "O", "C", "H", "H", "H", "H", "H", "H", "C", "C", "C", "O", "C", "H", "H", "H", "H", "H", "H", "H", "H", "C", "C", "C", "O", "C", "H", "H", "H", "H", "H", "H", "H", "H", "O", "C", "O", "C", "C", "C", "H", "H", "H", "H", "H", "H", "O", "C", "O", "C", "C", "C", "H", "H", "H", "H", "H", "H", "O", "C", "O", "C", "C", "C", "H", "H", "H", "H", "H", "H", "O", "C", "O", "C", "C", "C", "H", "H", "H", "H", "H", "H", "O", "C", "O", "C", "C", "C", "H", "H", "H", "H", "H", "H"], "coordinates": [[-1.778748, 2.895791, 2.693212], [0.535356, 2.242160, 0.752419], [0.015127, 0.949511, 1.143895], [-0.171717, 3.130262, 1.461965], [2.073663, 2.232907, 0.874334], [2.566719, 1.608366, -0.234692], [2.618476, 3.442697, 0.895588], [2.518787, 1.477732, 1.888888], [0.104753, -0.072039, 0.173277], [-0.557963, -1.270679, 0.827554], [-0.143130, -1.354851, 1.834466], [-1.633486, -1.124250, 0.959395], [-0.390921, -2.196465, 0.277525], [1.089331, -0.412724, -0.170789], [-0.385936, 0.180646, -0.778316], [0.352836, 2.262570, -0.329940], [3.579544, -1.941697, -0.301478], [2.704131, -3.005507, -0.701803], [3.035218, -4.175068, -0.135911], [3.760404, -4.401309, 0.797447], [2.502779, -5.117433, -0.888797], [2.793362, -6.480136, -0.648530], [4.583975, -2.150754, -0.660937], [3.565839, -1.775144, 0.776383], [3.271972, -0.983460, -0.719048], [1.863234, -7.039179, -0.760310], [3.349259, -6.675656, 0.261375], [3.356875, -6.933190, -1.470999], [-1.930626, -5.202092, 2.096520], [-0.640005, -5.014667, 1.284488], [0.355935, -4.456195, 2.319847], [-0.190972, -4.637248, 3.600840], [-1.323816, -5.468632, 3.502145], [-2.515254, -6.057733, 1.766869], [-2.527994, -4.290125, 2.108817], [-0.824219, -4.410759, 0.398385], [-0.294396, -5.996203, 0.956624], [0.504550, -3.379266, 2.180992], [1.307014, -4.949331, 2.096814], [-2.037866, -5.331325, 4.320450], [-1.060477, -6.526661, 3.637656], [-3.173108, -3.213437, -1.052228], [-3.921136, -4.304240, -1.809165], [-5.202725, -4.457140, -0.956181], [-5.209630, -3.400004, 0.006206], [-4.233822, -2.426973, -0.282009], [-2.429414, -2.644523, -1.608804], [-2.662369, -3.674572, -0.199983], [-3.307591, -5.200399, -1.889992], [-4.113966, -4.024633, -2.846645], [-5.173939, -5.428901, -0.463097], [-6.103102, -4.426663, -1.569675], [-3.868008, -2.078352, 0.685029], [-4.638291, -1.621132, -0.913507], [-4.492872, 4.828398, -3.842922], [-3.308844, 4.903299, -3.729304], [-2.695732, 4.040962, -2.862779], [-1.273376, 4.219734, -2.879046], [-1.082695, 5.584979, -3.536990], [-2.257265, 5.695718, -4.481447], [-0.790510, 3.380662, -3.385635], [-0.912202, 4.280228, -1.851549], [-0.092330, 5.803411, -3.929859], [-1.203578, 6.271498, -2.692121], [-2.046824, 5.101757, -5.376425], [-2.578447, 6.690742, -4.767373], [5.608256, 6.591407, -1.020671], [4.749467, 5.878007, -1.481267], [4.988191, 4.959081, -2.413658], [3.803514, 4.087131, -2.473875], [2.645019, 4.947780, -2.015775], [3.308241, 5.822588, -0.977543], [4.019866, 3.180278, -1.916007], [3.726610, 3.878318, -3.541399], [1.879660, 4.337302, -1.531205], [2.211734, 5.543296, -2.817063], [3.256074, 5.461424, 0.044268], [3.020313, 6.874986, -0.979494], [-2.040844, 0.776276, 2.886935], [-2.039929, -0.152501, 3.679727], [-2.868790, -1.151604, 3.464047], [-2.650125, -2.271526, 4.325994], [-1.482026, -1.861529, 5.252838], [-1.216832, -0.385301, 4.929557], [-2.318301, -3.149076, 3.781624], [-3.615669, -2.484327, 4.782118], [-0.599406, -2.439499, 4.977522], [-1.598354, -2.004770, 6.323987], [-0.160856, -0.183558, 4.787512], [-1.726810, 0.192328, 5.704693], [-2.976923, 2.725501, 0.821230], [-3.711137, 2.270188, -0.034428], [-4.981562, 2.559810, -0.126445], [-5.552849, 2.163927, -1.394608], [-4.427520, 1.422000, -2.075456], [-3.287695, 1.302889, -1.109848], [-5.927948, 3.045970, -1.908106], [-6.401066, 1.504098, -1.213390], [-4.009171, 1.842657, -2.994160], [-4.671026, 0.455442, -2.527528], [-2.268033, 1.593396, -1.370621], [-3.095062, 0.358459, -0.586147], [5.653867, -0.392323, -1.528550], [5.784930, 0.662917, -0.984381], [6.104914, 1.818904, -1.612642], [6.707261, 2.704062, -0.615978], [5.889071, 2.438284, 0.665156], [5.691861, 0.952978, 0.495572], [6.723514, 3.764602, -0.865248], [7.764510, 2.432174, -0.620285], [5.021167, 3.085142, 0.643720], [6.534775, 2.510343, 1.539599], [4.788876, 0.507497, 0.914284], [6.516400, 0.331292, 0.864278]], "forces_ev_per_angstrom": [[1.3, -1.4, -3.0], [-1.7, -1.4, 0.2], [1.3, 0.4, -0.7], [-0.1, 1.1, 1.3], [0.0, -1.1, -0.3], [-0.1, 0.3, -0.1], [0.0, 0.1, 0.5], [0.0, 0.7, 0.4], [-0.4, -1.3, -0.4], [-0.3, 0.1, 0.1], [0.1, -0.2, -0.1], [0.0, 0.0, -0.1], [0.1, 0.1, 0.0], [0.4, 0.6, 0.7], [-0.3, 0.4, 0.2], [0.0, 0.6, -0.3], [0.3, 0.5, 0.4], [0.0, 0.3, 0.7], [0.9, -0.6, -0.5], [-0.2, 0.8, 0.2], [-0.8, -0.3, -0.8], [0.0, -1.1, -0.7], [-0.1, 0.0, 0.2], [0.1, -0.5, 0.1], [-0.4, -0.4, -0.5], [-0.2, 0.2, 0.8], [-0.3, 0.2, 0.3], [0.4, 0.7, -0.1], [0.9, -0.4, 0.8], [-0.7, -0.4, 0.3], [0.1, 0.7, -1.8], [-0.1, 0.0, 0.7], [-0.9, -0.9, -0.4], [-0.2, 0.2, -0.1], [-0.2, -0.1, -0.1], [0.4, 0.1, 0.1], [0.0, 0.0, -0.1], [0.1, -0.2, 0.0], [0.1, 0.0, 0.9], [0.2, 0.7, 0.0], [0.3, 0.0, -0.4], [0.6, -0.1, 1.3], [0.0, 0.5, -0.2], [0.5, -0.3, -0.6], [-0.5, -0.4, 0.2], [0.0, -0.3, -1.1], [-0.2, 0.1, -0.1], [0.4, -0.3, -0.5], [-0.2, -0.2, 0.3], [-0.3, 0.2, 0.1], [-0.2, 0.2, 0.4], [-0.1, 0.1, 0.0], [0.0, 0.4, -0.2], [-0.2, 0.1, 0.3], [-0.2, 0.5, -0.2], [-0.3, -0.8, -0.2], [0.5, 0.0, 0.2], [0.4, 0.3, 0.0], [0.3, 0.5, 0.9], [0.0, -0.5, 0.1], [-0.1, 0.0, -0.1], [-0.1, -0.3, 0.0], [-0.1, -0.3, -0.3], [-0.1, 0.3, -0.3], [-0.1, 0.2, -0.2], [-0.1, 0.0, 0.1], [-0.4, -0.3, -0.6], [1.0, 0.6, 2.0], [-0.9, -0.6, 0.1], [0.7, 0.6, -1.8], [-0.4, -0.5, 1.1], [0.6, 1.1, -0.7], [-0.2, 0.1, 0.2], [-0.1, -0.5, 0.2], [-0.2, 0.0, -0.4], [0.1, -0.1, -0.1], [0.2, -0.1, 0.0], [-0.4, -0.1, 0.1], [-0.3, 1.4, 0.6], [0.0, -1.0, 0.1], [0.2, 0.3, -0.7], [0.3, -0.4, 1.2], [0.6, -0.1, -0.2], [-1.0, -0.5, -0.2], [-0.3, 0.2, -0.5], [0.2, 0.0, 0.3], [-0.1, -0.1, -0.1], [-0.5, -0.1, -0.1], [-0.1, 0.5, 0.1], [0.6, 0.5, 0.0], [0.1, 0.5, 1.5], [0.1, -0.7, -0.5], [-0.3, 0.8, 0.5], [-0.2, -0.6, -0.1], [1.2, -1.4, -2.7], [0.7, 0.6, 1.7], [0.4, 0.1, 0.0], [0.1, 0.1, 0.3], [-0.4, 1.0, 0.3], [-0.6, -0.2, 0.8], [-0.3, 0.2, -0.7], [-0.6, -0.2, -0.1], [0.0, 0.3, -0.4], [-0.3, 0.6, 0.3], [0.2, 0.5, -0.2], [0.1, 0.3, 0.1], [2.1, -0.9, -0.5], [-0.7, -1.3, -0.2], [-0.6, -0.2, -0.7], [0.0, -0.2, 0.7], [-0.2, -0.2, 0.4], [-0.4, 1.0, 0.1], [0.0, 0.1, -0.1], [0.1, 0.4, 0.5]], "s_squared": 8.754, "mol_weight_da": 862.76, "spin_multiplicity": 6, "total_charge": 1, "homo_lumo_gap_ev": [7.014, 6.974], "e_tot_ha": -4097.885279, "e_homo_ha": [-0.4285, -0.4285], "fmax_ev_per_a": 3.56}

{"formula": "C35H59NP2Pd", "method": "ωB97M-V/def2-TZVPD", "symbols": ["Pd", "C", "C", "C", "C", "C", "C", "H", "H", "H", "C", "H", "H", "H", "C", "H", "H", "H", "C", "H", "H", "H", "C", "H", "H", "H", "C", "C", "C", "C", "C", "C", "C", "C", "H", "H", "H", "H", "H", "H", "H", "H", "H", "H", "H", "H", "P", "C", "C", "P", "C", "C", "C", "H", "H", "H", "H", "H", "H", "H", "H", "H", "H", "H", "H", "H", "H", "C", "C", "C", "C", "C", "C", "C", "C", "N", "C", "C", "C", "C", "H", "H", "H", "H", "H", "H", "H", "H", "H", "H", "H", "H", "H", "H", "H", "H", "H", "H"], "coordinates": [[-1.322135, 0.659341, -0.634456], [1.608530, 1.605723, 1.414078], [0.980984, 2.220158, 0.333325], [-0.591166, 1.845239, 2.005777], [0.635252, 1.342657, 2.425824], [-0.481732, 2.306934, 0.589520], [3.069569, 1.408892, 1.616214], [3.640873, 1.719937, 0.733893], [3.325896, 0.366511, 1.853107], [3.425481, 2.028526, 2.451982], [0.956882, 0.775453, 3.761601], [1.482195, -0.188687, 3.680217], [0.049403, 0.619491, 4.353537], [1.619031, 1.460279, 4.310843], [-1.688550, 2.174941, 2.917704], [-1.302434, 2.791004, 3.749248], [-2.119919, 1.269167, 3.365646], [-2.476682, 2.721153, 2.399534], [-1.242862, 3.538025, 0.201585], [-0.999159, 4.374157, 0.875588], [-2.325912, 3.383938, 0.273495], [-1.022224, 3.857585, -0.818235], [1.684944, 2.878407, -0.783389], [2.510206, 3.496565, -0.392436], [1.024476, 3.533392, -1.360979], [2.145069, 2.148990, -1.469901], [4.278258, -1.988474, -0.057483], [5.452723, -1.365473, -0.264586], [5.825891, -0.588210, -1.483017], [5.419998, -1.244205, -2.844043], [4.184502, -0.653869, -3.434934], [3.199883, -0.044759, -2.728595], [2.796131, -0.391834, -1.332347], [3.065635, -1.852721, -0.951214], [6.910305, -0.415131, -1.484446], [5.300400, -2.327677, -2.732565], [5.364155, 0.408206, -1.430322], [3.162718, -2.462690, -1.870918], [4.147247, -2.701781, 0.782111], [6.202314, -1.385299, 0.534591], [2.181841, -2.227976, -0.413345], [3.276197, 0.279527, -0.605812], [2.627144, 0.793011, -3.156435], [1.720179, -0.183857, -1.220437], [6.250075, -1.102781, -3.546972], [4.102956, -0.718768, -4.530558], [-0.023655, -0.445936, -2.934671], [0.528445, -2.158927, -3.328547], [0.598480, 0.136944, -4.600626], [-2.104527, 1.159577, -2.560553], [-1.786598, -0.437763, -3.456575], [-0.990991, 2.478963, -3.205458], [-3.702099, 1.551669, -3.296655], [0.306515, -2.843223, -2.498362], [1.609190, -2.126174, -3.525382], [0.006747, -2.469582, -4.248647], [0.051682, -0.469672, -5.334437], [1.665165, -0.091736, -4.667098], [0.447590, 1.201040, -4.824786], [-3.548494, 1.827947, -4.346585], [-4.162946, 2.384519, -2.762893], [-4.337702, 0.663130, -3.249700], [-2.341948, -1.280747, -3.025839], [-1.968268, -0.394701, -4.534922], [-1.363893, 3.433489, -2.826989], [-0.974441, 2.549330, -4.290388], [0.040177, 2.387150, -2.850689], [-2.146270, -1.813413, 5.660236], [-1.635468, -1.812967, 4.238782], [-0.502773, -2.536289, 3.881964], [-0.000803, -2.524959, 2.570618], [1.214002, -3.332461, 2.239661], [-0.670247, -1.794051, 1.589056], [-1.839136, -1.041474, 1.889279], [-2.295848, -1.092276, 3.252015], [-2.489693, -0.317522, 0.927101], [-3.972350, -0.282895, 0.933108], [-4.588053, -1.611504, 1.397585], [-4.508180, 0.860962, 1.785817], [-4.527053, -0.042621, -0.464903], [-3.244334, -1.821114, 5.700170], [-1.773783, -2.697866, 6.192632], [-1.809523, -0.918896, 6.206646], [0.020786, -3.116311, 4.646902], [1.637327, -3.739918, 3.165772], [0.985653, -4.169856, 1.563369], [1.985288, -2.717873, 1.757681], [-0.300722, -1.799630, 0.561260], [-3.206799, -0.569053, 3.535561], [-4.172489, -2.438166, 0.807023], [-5.675453, -1.573872, 1.232634], [-4.418708, -1.819826, 2.458113], [-4.141936, 1.821502, 1.414013], [-5.604159, 0.846669, 1.730352], [-4.246176, 0.785818, 2.839851], [-4.314028, 0.970869, -0.813395], [-4.142369, -0.767984, -1.188386], [-5.619693, -0.151340, -0.422706]], "forces_ev_per_angstrom": [[1.4, -1.2, 2.0], [-0.1, -0.6, 1.2], [-1.1, 0.2, -0.3], [-0.2, 0.7, -1.3], [1.5, -0.4, -0.3], [0.9, 0.1, 1.4], [0.3, 0.2, -0.1], [-0.1, -0.1, 0.3], [-0.1, 0.2, -0.1], [-0.1, -0.2, -0.1], [-0.1, -0.1, 0.2], [-0.1, 0.3, -0.1], [0.2, 0.0, -0.1], [-0.1, -0.1, -0.1], [-0.5, 0.1, 0.3], [-0.1, -0.2, -0.3], [0.2, 0.3, 0.0], [0.1, 0.0, 0.2], [-0.4, 0.3, -0.2], [0.0, -0.2, -0.1], [0.2, 0.0, 0.0], [0.0, 0.0, 0.2], [0.3, 0.3, -0.4], [-0.2, -0.2, -0.1], [0.2, -0.2, 0.2], [-0.1, 0.2, 0.2], [0.4, -0.5, 0.2], [-0.6, -0.5, 0.9], [0.0, 0.2, -0.6], [0.1, -0.4, 0.7], [-1.0, 0.8, -0.2], [0.5, 0.1, -0.7], [0.4, 0.5, 0.6], [0.1, -0.2, 0.0], [-0.3, -0.1, 0.0], [0.3, 0.0, 0.1], [0.2, -0.1, -0.1], [-0.1, 0.2, 0.5], [0.3, 0.8, -0.3], [-0.2, -0.4, -0.3], [0.3, -0.1, -0.1], [-0.1, -0.3, -0.1], [0.0, -0.9, -0.3], [0.4, 0.0, -0.1], [-0.3, 0.0, 0.0], [0.4, 0.8, 0.3], [0.4, -1.1, -2.0], [-0.1, -0.2, 0.6], [0.2, 0.5, 0.0], [-1.4, 0.1, -3.1], [0.3, 0.6, 0.7], [0.0, 0.2, 0.0], [-0.4, 0.6, 0.3], [0.1, 0.0, -0.4], [-0.3, -0.1, 0.2], [0.2, 0.0, 0.4], [0.2, 0.2, 0.1], [-0.3, 0.1, -0.1], [0.1, -0.5, 0.1], [0.0, 0.0, 0.2], [-0.2, 0.0, -0.2], [0.0, 0.2, 0.0], [0.0, 0.4, 0.2], [0.1, 0.0, 0.1], [-0.2, -0.1, 0.0], [-0.2, -0.1, -0.1], [-0.3, -0.2, -0.1], [0.0, -0.1, 0.1], [-0.5, 0.3, -0.2], [0.4, -0.1, -0.2], [-0.6, 0.1, -0.1], [0.4, -0.2, 0.0], [0.2, 0.6, 0.1], [0.0, -0.5, 1.0], [-0.1, -0.2, -0.3], [-0.4, -0.3, 0.0], [-0.6, -0.2, 0.3], [0.0, -0.3, 0.1], [-0.2, 0.3, 0.3], [0.0, 0.1, -0.3], [0.3, 0.0, -0.1], [-0.1, 0.3, -0.1], [0.0, -0.3, -0.2], [-0.1, 0.1, -0.3], [0.0, 0.0, -0.3], [0.0, 0.2, 0.2], [-0.2, -0.1, 0.1], [-0.1, 0.0, 0.1], [0.4, -0.1, -0.1], [-0.1, 0.1, 0.2], [0.4, -0.1, 0.1], [-0.1, 0.0, -0.3], [-0.2, 0.0, 0.0], [0.3, 0.1, -0.1], [-0.1, 0.0, -0.1], [0.0, -0.1, 0.1], [0.0, 0.0, 0.1], [0.3, 0.0, -0.1]], "s_squared": 6.048, "mol_weight_da": 662.23, "spin_multiplicity": 5, "de_lowest_ev": 0.000, "total_charge": 2, "homo_lumo_gap_ev": [8.331, 5.006], "e_tot_ha": -2233.670416, "e_homo_ha": [-0.4763, -0.4764], "fmax_ev_per_a": 3.43}